1.
Density functional theory data (the ωB97M-V functional and the def2-TZVPD basis) for C37H51N8O9P2RbS as an isolated structure in a non-equilibrium geometry.

Multiplicity ... 1
E_HOMO ... -2.33 eV
Total charge ... -2
Kohn-Sham gap ... 6.205 eV
Calculated total energy ... -99616.9674 eV

Positions of all 109 atoms, in Å:
Rb: 0.77 0.54 -0.16
O: -0.60 -4.36 -0.59
C: 0.23 -3.36 -0.51
O: 0.59 -2.71 -1.44
C: 0.78 -3.25 0.87
O: 1.51 -2.04 1.13
C: 1.74 -1.95 2.56
C: 2.53 -0.66 2.91
O: 2.69 -0.46 4.12
O: 2.92 0.04 1.93
H: -1.41 -4.22 0.00
H: 1.45 -4.15 0.87
H: -0.02 -3.41 1.62
H: 2.30 -2.88 2.87
H: 0.80 -1.96 3.04
O: 0.66 3.30 -0.42
C: 0.45 4.39 -1.05
C: 0.86 5.64 -0.46
C: 0.51 6.79 -1.10
C: -0.12 6.81 -2.36
C: -0.52 5.60 -2.93
C: -0.22 4.40 -2.27
C: -0.73 3.21 -2.90
N: -0.80 2.02 -2.39
N: -1.36 1.23 -3.41
C: -1.86 0.14 -2.99
O: -1.77 -0.36 -1.72
C: -2.53 -0.67 -4.04
C: -2.35 -2.04 -4.12
C: -2.99 -2.83 -5.06
C: -3.85 -2.14 -5.92
C: -4.10 -0.81 -5.85
C: -3.41 -0.05 -4.93
H: 1.30 5.69 0.51
H: 0.83 7.74 -0.61
H: -0.30 7.75 -2.89
H: -1.09 5.55 -3.88
H: -1.20 3.35 -3.87
H: -1.71 -2.49 -3.34
H: -2.85 -3.90 -5.06
H: -4.41 -2.75 -6.68
H: -4.77 -0.31 -6.54
H: -3.47 1.01 -4.91
N: 4.44 1.01 -0.55
C: 4.87 -0.36 -0.36
C: 5.79 -0.61 0.83
C: 6.32 -2.05 0.87
C: 5.29 -3.20 0.97
N: 4.23 -3.21 -0.04
C: 4.57 -3.05 -1.43
N: 5.16 -4.33 -1.85
N: 3.42 -2.68 -2.23
C: 5.55 -0.81 -1.63
O: 6.11 -0.06 -2.38
O: 5.65 -2.14 -1.84
H: 5.09 1.51 -1.15
H: 4.23 1.44 0.34
H: 3.96 -0.99 -0.27
H: 5.19 -0.40 1.72
H: 6.60 0.11 0.89
H: 6.98 -2.19 1.78
H: 6.97 -2.17 0.00
H: 4.86 -3.15 1.98
H: 5.82 -4.16 0.86
H: 3.52 -2.57 0.30
H: 5.19 -4.40 -2.88
H: 4.56 -5.12 -1.57
H: 2.53 -2.48 -1.76
H: 3.66 -2.05 -3.02
C: -3.49 0.87 1.67
P: -2.16 0.10 2.65
C: -3.22 -1.22 3.44
C: -1.88 1.24 4.06
C: -2.30 0.94 5.33
C: -1.97 1.72 6.42
C: -1.13 2.81 6.24
C: -0.71 3.14 4.92
C: -1.05 2.41 3.81
P: -0.57 2.80 2.09
C: -1.19 4.50 2.06
C: 1.28 3.01 2.51
H: -4.32 1.32 2.27
H: -3.97 0.23 0.91
H: -3.11 1.72 1.07
H: -4.18 -0.93 3.86
H: -2.66 -1.75 4.22
H: -3.46 -1.96 2.65
H: -2.89 0.03 5.47
H: -2.32 1.41 7.38
H: -0.81 3.44 7.06
H: -0.07 3.97 4.83
H: -0.93 5.07 2.97
H: -2.28 4.47 2.05
H: -0.92 5.11 1.21
H: 1.39 3.62 3.39
H: 1.72 3.44 1.62
H: 1.62 2.00 2.77
S: -3.30 -3.79 0.79
C: -4.18 -2.91 -0.46
N: -3.74 -2.00 -1.28
C: -4.89 -1.57 -2.11
C: -6.15 -2.13 -1.32
N: -5.54 -3.18 -0.59
H: -2.42 -1.11 -1.56
H: -4.78 -2.00 -3.14
H: -4.98 -0.47 -2.20
H: -6.84 -2.53 -2.03
H: -6.67 -1.36 -0.70
H: -5.96 -3.78 0.10



2.
Density functional theory data (the ωB97M-V functional and the def2-TZVPD basis) for C37H52BBaN9O2S2Si as an isolated structure in a non-equilibrium geometry.

Multiplicity ... 1
E_HOMO ... -1.99 eV
Total charge ... -2
Energy relative to the best compared isomer or geometry (same formula, charge and spin) ... 0.0 kJ/mol
Kohn-Sham gap ... 5.772 eV
Calculated total energy ... -87644.2193 eV

Positions of all 105 atoms, in Å:
Ba: -0.21 0.07 -0.16
C: 5.43 -1.63 3.52
C: 5.02 -1.89 2.07
N: 3.66 -2.35 1.93
C: 2.58 -1.51 1.94
S: 1.02 -2.30 1.80
N: 2.85 -0.25 2.14
N: 1.84 0.64 1.79
C: 1.86 1.73 2.45
C: 2.74 1.94 3.64
C: 0.98 2.85 1.98
C: 1.20 4.16 2.40
C: 0.40 5.18 1.91
C: -0.61 4.89 1.02
C: -0.78 3.55 0.67
N: 0.00 2.57 1.11
H: 6.50 -1.38 3.59
H: 5.25 -2.50 4.14
H: 4.85 -0.79 3.91
H: 5.68 -2.64 1.62
H: 5.12 -0.97 1.49
H: 3.45 -3.32 2.06
H: 2.79 1.02 4.21
H: 2.36 2.73 4.29
H: 3.76 2.19 3.34
H: 2.02 4.38 3.08
H: 0.58 6.20 2.21
H: -1.25 5.64 0.58
H: -1.56 3.28 -0.04
C: -2.66 -2.90 2.07
Si: -3.49 -1.58 1.01
C: -3.44 -0.01 2.04
C: -5.31 -2.10 0.95
N: -2.73 -1.27 -0.47
C: -2.95 -1.75 -1.71
C: -3.85 -2.80 -2.03
C: -4.03 -3.26 -3.33
C: -3.32 -2.72 -4.39
C: -2.42 -1.68 -4.11
C: -2.25 -1.21 -2.83
H: -3.02 -2.85 3.10
H: -1.57 -2.78 2.09
H: -2.87 -3.90 1.68
H: -3.99 -0.15 2.98
H: -3.90 0.82 1.50
H: -2.43 0.29 2.32
H: -5.75 -1.97 1.94
H: -5.44 -3.14 0.65
H: -5.88 -1.49 0.24
H: -4.41 -3.26 -1.23
H: -4.73 -4.06 -3.51
H: -3.45 -3.08 -5.40
H: -1.85 -1.23 -4.91
H: -1.57 -0.39 -2.67
C: 3.03 -0.74 -9.30
C: 2.03 0.00 -8.41
C: 2.23 1.51 -8.61
C: 0.62 -0.39 -8.86
C: 2.21 -0.35 -6.93
C: 3.20 -1.22 -6.48
C: 3.34 -1.54 -5.12
C: 2.47 -0.97 -4.23
O: 2.38 -1.12 -2.89
B: 1.27 -0.32 -2.42
O: 0.75 0.33 -3.61
C: 1.49 -0.09 -4.67
C: 1.34 0.23 -5.99
H: 2.83 -0.49 -10.35
H: 2.94 -1.82 -9.20
H: 4.06 -0.45 -9.08
H: 2.06 1.78 -9.66
H: 3.24 1.81 -8.34
H: 1.53 2.09 -8.00
H: 0.49 -0.20 -9.93
H: -0.14 0.18 -8.32
H: 0.43 -1.45 -8.67
H: 3.88 -1.67 -7.18
H: 4.11 -2.23 -4.78
H: 0.56 0.92 -6.29
C: -0.31 -1.75 6.87
C: -0.21 -2.05 5.38
N: 0.06 -0.81 4.68
C: -0.71 0.31 4.93
N: -0.86 1.16 3.98
C: -1.58 2.39 4.23
C: -1.63 2.77 5.70
C: -2.08 1.56 6.48
N: -1.16 0.46 6.24
C: -1.39 -0.71 7.07
H: 0.65 -1.36 7.22
H: -0.55 -2.65 7.43
H: -1.14 -2.53 5.04
H: 0.61 -2.74 5.16
H: 0.29 -0.93 3.70
H: -2.60 2.30 3.84
H: -1.10 3.19 3.65
H: -2.31 3.61 5.86
H: -0.64 3.07 6.05
H: -3.11 1.29 6.19
H: -2.09 1.75 7.56
H: -2.37 -1.16 6.85
H: -1.42 -0.37 8.11
S: -1.29 4.56 -2.54
C: -2.42 5.56 -1.79
N: -3.20 6.25 -1.27



3.
Density functional theory data (the ωB97M-V functional and the def2-TZVPD basis) for C37H52Cl47FO2 as an isolated structure in a non-equilibrium geometry.

Multiplicity ... 1
E_HOMO ... -8.47 eV
Kohn-Sham gap ... 7.606 eV
Calculated total energy ... -634573.9420 eV

Positions of all 139 atoms, in Å:
O: 3.43 1.59 2.40
C: 2.75 2.44 1.88
C: 3.30 3.80 1.33
C: 4.53 3.88 0.57
C: 4.98 5.29 0.05
C: 4.17 6.49 0.32
C: 2.89 6.35 1.12
C: 2.47 5.03 1.61
C: 1.16 4.80 2.44
O: 0.79 5.56 3.30
C: 0.38 3.48 2.05
C: -1.09 3.44 1.99
Cl: -2.03 4.90 2.41
C: -1.71 2.16 1.58
C: -0.93 0.97 1.23
C: 0.54 1.03 1.33
F: 1.39 -0.03 1.03
C: 1.19 2.27 1.74
H: 5.17 2.99 0.35
H: 5.92 5.40 -0.55
H: 4.47 7.49 -0.06
H: 2.20 7.21 1.34
H: -2.82 2.12 1.53
H: -1.42 0.01 0.90
C: 1.89 -1.15 3.91
Cl: 0.34 -1.96 3.59
Cl: 2.77 -1.95 5.22
H: 2.49 -1.17 3.01
H: 1.69 -0.12 4.19
C: 4.80 3.21 -3.13
Cl: 4.01 4.11 -1.82
Cl: 3.62 2.38 -4.15
H: 5.37 3.91 -3.75
H: 5.48 2.48 -2.70
C: 6.02 2.73 4.48
Cl: 6.89 3.29 5.92
Cl: 6.30 3.78 3.09
H: 6.37 1.73 4.24
H: 4.96 2.71 4.70
C: -1.28 -3.09 0.21
Cl: -2.59 -2.04 0.75
Cl: -1.86 -4.37 -0.85
H: -0.55 -2.49 -0.32
H: -0.81 -3.54 1.08
C: 2.42 -3.94 -0.99
Cl: 4.18 -4.06 -1.10
Cl: 1.92 -2.44 -0.19
H: 2.00 -3.96 -2.00
H: 2.04 -4.79 -0.42
C: 4.97 9.36 3.18
Cl: 3.64 10.37 3.75
Cl: 4.39 8.11 2.06
H: 5.69 9.98 2.67
H: 5.43 8.87 4.03
C: -5.19 -6.06 0.60
Cl: -6.51 -5.01 1.13
Cl: -5.79 -7.34 -0.47
H: -4.46 -5.46 0.06
H: -4.73 -6.52 1.47
C: -9.39 -6.29 -1.86
Cl: -9.95 -7.77 -2.65
Cl: -9.53 -4.90 -2.95
H: -10.00 -6.11 -0.98
H: -8.35 -6.41 -1.58
C: 0.03 2.92 -2.41
Cl: 0.91 3.48 -0.98
Cl: 0.30 3.99 -3.79
H: 0.38 1.92 -2.67
H: -1.03 2.89 -2.18
C: 3.07 3.30 -8.07
Cl: 4.55 4.01 -7.41
Cl: 1.93 2.89 -6.78
H: 2.60 4.02 -8.74
H: 3.32 2.39 -8.61
C: -8.13 -1.32 -1.71
Cl: -7.47 -1.07 -0.09
Cl: -7.09 -0.61 -2.95
H: -8.23 -2.39 -1.90
H: -9.11 -0.85 -1.77
C: 0.82 -0.89 -7.40
Cl: 1.73 -0.33 -5.99
Cl: 1.06 0.17 -8.80
H: 1.16 -1.89 -7.66
H: -0.24 -0.91 -7.15
C: 4.22 -0.94 8.51
Cl: 3.42 -0.42 10.00
Cl: 5.53 0.17 8.06
H: 4.64 -1.93 8.65
H: 3.49 -0.96 7.70
C: -2.50 -9.87 -0.53
Cl: -2.27 -8.13 -0.34
Cl: -2.35 -10.72 1.02
H: -3.50 -10.05 -0.93
H: -1.75 -10.26 -1.21
C: 0.58 -9.12 2.65
Cl: 0.55 -8.99 4.41
Cl: 0.51 -7.52 1.89
H: 1.49 -9.62 2.35
H: -0.29 -9.69 2.33
C: 6.45 7.60 -7.26
Cl: 6.67 9.34 -7.01
Cl: 6.60 6.71 -5.74
H: 5.46 7.43 -7.67
H: 7.21 7.24 -7.95
C: -6.55 2.48 -5.23
Cl: -4.81 2.26 -5.38
Cl: -6.94 4.01 -4.42
H: -7.00 2.49 -6.22
H: -6.96 1.66 -4.64
C: 2.73 -8.73 7.67
Cl: 1.19 -9.59 7.48
Cl: 3.70 -9.43 8.97
H: 3.28 -8.80 6.74
H: 2.52 -7.69 7.90
C: 3.78 10.32 7.70
Cl: 3.65 11.14 9.26
Cl: 5.45 9.83 7.37
H: 3.15 9.43 7.71
H: 3.45 11.00 6.92
C: 0.11 6.54 -6.55
Cl: 1.79 6.59 -7.10
Cl: -0.84 7.84 -7.26
H: -0.32 5.58 -6.85
H: 0.09 6.63 -5.47
C: -10.72 -5.05 2.03
Cl: -11.28 -6.53 1.24
Cl: -10.86 -3.66 0.94
H: -11.33 -4.87 2.91
H: -9.68 -5.17 2.31
C: -9.77 1.37 -6.97
Cl: -9.88 2.26 -5.45
Cl: -8.11 0.85 -7.29
H: -10.41 0.49 -6.92
H: -10.10 2.01 -7.78
C: 3.17 -12.12 4.29
Cl: 1.85 -12.21 3.12
Cl: 3.54 -10.44 4.74
H: 2.88 -12.66 5.19
H: 4.06 -12.57 3.86